(1)
C40H33N4O4S2SeTeW as an isolated structure at a distorted geometry. Source: OMol25; level of theory: ωB97M-V/def2-TZVPD.

Element x y z (Å)
W  -0.133  0.081  -0.142
O  3.429  -2.208  0.413
C  2.918  -3.007  1.380
C  3.552  -4.213  1.650
C  3.102  -5.008  2.689
C  2.027  -4.614  3.477
C  1.367  -3.433  3.193
C  1.800  -2.641  2.135
C  1.009  -1.475  1.712
O  0.306  -1.585  0.564
N  0.938  -0.399  2.406
N  0.072  0.556  1.843
C  -0.807  0.931  2.761
S  -1.419  2.571  2.829
C  -2.738  2.076  3.983
C  -2.159  1.126  5.017
S  -0.900  0.041  4.249
H  3.002  -1.342  0.400
H  4.398  -4.505  1.043
H  3.609  -5.941  2.895
H  1.704  -5.233  4.303
H  0.514  -3.116  3.780
H  -3.514  1.588  3.393
H  -3.141  2.975  4.444
H  -2.936  0.478  5.418
H  -1.667  1.647  5.837
C  2.138  2.260  -5.769
C  1.958  1.854  -4.332
C  2.574  2.561  -3.315
C  2.504  2.171  -1.980
C  2.970  3.161  -0.950
O  2.771  4.336  -1.183
C  3.618  2.720  0.306
C  4.236  1.479  0.445
C  4.878  1.155  1.628
C  4.919  2.066  2.674
C  4.301  3.303  2.545
C  3.656  3.629  1.366
C  1.780  1.017  -1.654
O  1.699  0.516  -0.385
C  1.039  0.350  -2.671
C  1.162  0.764  -3.987
C  0.244  -0.824  -2.165
N  -1.055  -0.693  -1.725
C  -2.047  0.128  -2.413
C  -3.346  -0.014  -1.631
Te  -2.826  0.302  0.491
C  -3.575  -1.556  1.253
C  -4.922  -1.671  1.585
C  -5.392  -2.854  2.134
C  -4.524  -3.911  2.368
C  -3.178  -3.787  2.052
C  -2.700  -2.610  1.497
C  0.880  -2.148  -2.144
C  0.137  -3.295  -1.825
C  0.719  -4.546  -1.882
C  2.049  -4.684  -2.262
C  2.798  -3.558  -2.563
C  2.222  -2.301  -2.507
H  2.648  3.219  -5.837
H  1.181  2.334  -6.285
H  2.744  1.518  -6.293
H  3.131  3.460  -3.546
H  4.243  0.782  -0.384
H  5.365  0.194  1.733
H  5.446  1.818  3.587
H  4.339  4.017  3.358
H  3.182  4.593  1.235
H  0.631  0.225  -4.764
H  -2.187  -0.248  -3.431
H  -1.739  1.175  -2.483
H  -3.743  -1.023  -1.714
H  -4.096  0.709  -1.937
H  -5.589  -0.836  1.407
H  -6.439  -2.944  2.391
H  -4.896  -4.831  2.800
H  -2.498  -4.608  2.242
H  -1.653  -2.518  1.247
H  -0.909  -3.185  -1.568
H  0.132  -5.423  -1.641
H  2.491  -5.669  -2.335
H  3.839  -3.660  -2.838
H  2.809  -1.427  -2.760
Se  -0.597  4.824  -0.322
C  -0.612  3.151  -0.488
N  -0.632  1.947  -0.560

Frontier orbital gap, eV: 5.856
Charge: +1
ΔE to the lowest compared entry with this formula, charge and spin, kJ/mol: 5.7

***

(2)
C40H34As2N2O2Os as an isolated structure at a distorted geometry. Source: OMol25; level of theory: ωB97M-V/def2-TZVPD.

Element x y z (Å)
Os  -16.029  -7.775  -11.372
O  -16.597  -8.139  -13.305
C  -17.568  -7.386  -13.859
C  -18.727  -7.933  -14.407
C  -19.529  -7.198  -15.236
C  -19.280  -5.864  -15.580
C  -18.209  -5.231  -14.954
C  -17.311  -5.967  -14.109
C  -16.530  -5.272  -13.197
N  -16.220  -5.779  -11.985
N  -15.903  -4.835  -11.048
C  -15.566  -5.345  -9.896
O  -15.576  -6.671  -9.661
C  -15.182  -4.521  -8.732
C  -14.676  -3.205  -8.885
C  -14.117  -2.576  -7.797
C  -14.060  -3.192  -6.505
C  -14.603  -4.439  -6.386
C  -15.224  -5.099  -7.473
H  -18.900  -8.992  -14.205
H  -20.498  -7.524  -15.631
H  -19.903  -5.368  -16.342
H  -18.039  -4.120  -15.087
H  -16.239  -4.244  -13.393
H  -14.660  -2.762  -9.870
H  -13.859  -1.482  -7.947
H  -13.599  -2.662  -5.649
H  -14.517  -5.071  -5.483
H  -15.683  -6.071  -7.337
C  -13.519  -10.206  -11.973
C  -13.288  -9.143  -13.027
As  -13.412  -7.238  -12.490
C  -11.977  -7.283  -11.177
C  -10.757  -7.914  -11.463
C  -9.779  -7.951  -10.467
C  -9.942  -7.297  -9.277
C  -11.203  -6.726  -8.987
C  -12.238  -6.665  -9.925
C  -12.355  -6.409  -13.966
C  -12.790  -6.469  -15.313
C  -11.933  -5.940  -16.295
C  -10.717  -5.319  -15.946
C  -10.387  -5.183  -14.609
C  -11.250  -5.658  -13.594
As  -14.663  -9.534  -10.371
C  -18.001  -8.161  -10.888
C  -18.531  -7.407  -9.810
C  -19.886  -7.521  -9.500
C  -20.730  -8.330  -10.224
C  -20.212  -9.012  -11.314
C  -18.853  -9.067  -11.520
C  -15.206  -11.365  -10.013
C  -14.295  -12.312  -9.426
C  -14.832  -13.366  -8.669
C  -16.197  -13.606  -8.640
C  -17.046  -12.679  -9.201
C  -16.562  -11.479  -9.668
H  -12.675  -10.713  -11.543
H  -14.189  -10.995  -12.367
H  -14.057  -9.249  -13.766
H  -12.320  -9.288  -13.499
H  -10.593  -8.354  -12.412
H  -8.986  -8.663  -10.673
H  -9.093  -7.157  -8.630
H  -11.384  -6.176  -8.052
H  -13.111  -6.059  -9.705
H  -13.578  -7.096  -15.646
H  -12.155  -6.038  -17.340
H  -10.006  -4.934  -16.689
H  -9.502  -4.611  -14.353
H  -10.991  -5.553  -12.549
H  -17.896  -6.811  -9.154
H  -20.288  -6.889  -8.729
H  -21.796  -8.316  -10.033
H  -20.928  -9.566  -11.959
H  -18.522  -9.661  -12.374
H  -13.207  -12.293  -9.563
H  -14.116  -14.029  -8.143
H  -16.635  -14.454  -8.206
H  -18.140  -12.805  -9.028
H  -17.239  -10.735  -10.125

Spin multiplicity: 5
⟨S²⟩: 6.07
Frontier orbital gap (spin up / spin down), eV: 6.934 / 4.792
Charge: +2
ΔE to the lowest compared entry with this formula, charge and spin, kJ/mol: 125.7

***

(3)
C40H34AsBrN3O2Pt as an isolated structure at a distorted geometry. Source: OMol25; level of theory: ωB97M-V/def2-TZVPD.

Element x y z (Å)
Pt  0.242  1.440  0.689
O  -4.032  1.055  -0.656
C  -4.479  0.582  0.535
C  -5.815  0.181  0.574
C  -6.366  -0.300  1.742
C  -5.598  -0.381  2.896
C  -4.276  0.015  2.857
C  -3.684  0.488  1.687
C  -2.240  0.942  1.736
O  -1.701  1.031  0.445
N  -1.425  0.029  2.552
N  -0.085  0.264  2.426
C  0.799  -0.501  2.965
C  2.217  -0.255  2.754
Br  2.680  1.368  1.841
C  3.214  -1.089  3.084
C  3.039  -2.381  3.756
C  2.307  -2.522  4.930
C  2.156  -3.771  5.508
C  2.740  -4.884  4.925
C  3.490  -4.748  3.764
C  3.649  -3.500  3.187
H  -3.066  1.217  -0.578
H  -6.397  0.260  -0.331
H  -7.402  -0.608  1.755
H  -6.031  -0.740  3.817
H  -3.687  -0.024  3.765
H  -2.153  1.937  2.218
H  -1.691  -0.949  2.554
H  0.517  -1.374  3.549
H  4.223  -0.823  2.795
H  1.874  -1.651  5.406
H  1.591  -3.871  6.425
H  2.627  -5.857  5.380
H  3.960  -5.611  3.317
H  4.241  -3.394  2.287
C  -0.292  7.134  -2.338
C  -0.105  5.820  -1.652
C  0.466  5.731  -0.385
C  0.633  4.498  0.209
N  0.277  3.353  -0.377
C  -0.275  3.425  -1.595
C  -0.477  4.621  -2.257
H  -0.346  7.949  -1.620
H  -1.197  7.134  -2.940
H  0.551  7.326  -3.003
H  0.771  6.620  0.149
H  1.071  4.408  1.197
H  -0.568  2.488  -2.044
H  -0.932  4.607  -3.237
C  -0.133  -4.760  0.147
C  -0.843  -4.239  -0.921
C  -0.647  -2.924  -1.317
C  0.260  -2.122  -0.633
C  0.974  -2.651  0.439
C  0.781  -3.968  0.826
As  0.563  -0.274  -1.115
C  -0.407  0.031  -2.739
C  -1.782  0.098  -2.914
C  -2.281  0.414  -4.169
C  -1.414  0.662  -5.227
C  -0.041  0.590  -5.054
C  0.479  0.266  -3.803
C  1.912  0.138  -3.473
C  2.969  0.305  -4.365
C  4.270  0.132  -3.921
C  4.532  -0.198  -2.598
C  3.491  -0.355  -1.697
C  2.189  -0.192  -2.137
H  -0.288  -5.786  0.450
H  -1.552  -4.856  -1.455
H  -1.208  -2.529  -2.155
H  1.702  -2.046  0.964
H  1.344  -4.373  1.656
H  -2.468  -0.083  -2.088
H  -3.348  0.471  -4.321
H  -1.816  0.908  -6.200
H  0.614  0.778  -5.892
H  2.783  0.558  -5.399
H  5.089  0.254  -4.616
H  5.554  -0.332  -2.272
H  3.706  -0.604  -0.665

Frontier orbital gap (spin up / spin down), eV: 6.267 / 6.248
Charge: +1
ΔE to the lowest compared entry with this formula, charge and spin, kJ/mol: 113.7

***

(4)
C40H34BBr2F2N6NaOS as an isolated structure. Source: OMol25; level of theory: ωB97M-V/def2-TZVPD.

Element x y z (Å)
Na  0.053  0.141  -0.282
C  1.569  -1.341  2.253
N  1.585  -1.585  0.806
C  2.936  -1.489  0.269
C  3.312  -0.169  -0.373
C  4.629  0.270  -0.313
C  5.008  1.365  -1.068
C  4.063  1.977  -1.873
C  2.765  1.495  -1.842
N  2.378  0.460  -1.091
C  0.970  -2.871  0.484
C  -0.482  -2.922  0.896
C  -0.983  -3.990  1.625
C  -2.320  -3.980  1.993
C  -3.103  -2.901  1.629
C  -2.514  -1.876  0.902
N  -1.238  -1.882  0.531
C  1.616  0.100  2.671
C  2.438  0.509  3.644
C  2.215  1.818  4.283
C  1.157  2.552  3.948
C  0.237  2.164  2.852
N  0.620  0.888  2.086
H  0.624  -1.724  2.647
H  2.380  -1.897  2.746
H  3.681  -1.733  1.038
H  3.054  -2.251  -0.509
H  5.339  -0.252  0.316
H  6.026  1.732  -1.031
H  4.304  2.834  -2.486
H  1.983  1.964  -2.426
H  1.028  -3.003  -0.599
H  1.505  -3.718  0.941
H  -0.328  -4.802  1.912
H  -2.736  -4.795  2.571
H  -4.144  -2.834  1.910
H  -3.085  -1.003  0.617
H  3.186  -0.170  4.031
H  2.882  2.143  5.073
H  0.966  3.493  4.453
H  0.072  2.986  2.157
Br  -5.283  2.348  -4.337
C  -4.042  1.518  -3.187
C  -3.945  1.912  -1.868
C  -2.981  1.295  -1.085
N  -2.166  0.343  -1.538
C  -2.298  -0.043  -2.801
C  -3.216  0.522  -3.677
C  -1.367  -1.124  -3.270
C  -1.795  -2.049  -4.215
C  -0.890  -3.003  -4.644
Br  -1.412  -4.283  -5.918
C  0.395  -3.012  -4.139
C  0.712  -2.050  -3.191
N  -0.140  -1.134  -2.751
H  -4.576  2.687  -1.456
H  -2.844  1.585  -0.049
H  -3.265  0.221  -4.713
H  -2.808  -2.037  -4.590
H  1.127  -3.738  -4.462
H  1.711  -2.012  -2.769
O  -0.174  2.623  -1.863
S  -0.068  3.130  -0.449
C  1.455  4.055  -0.341
C  1.746  4.994  -1.324
C  2.970  5.639  -1.289
C  3.884  5.341  -0.280
C  3.583  4.392  0.683
C  2.361  3.727  0.654
C  -1.250  4.472  -0.343
C  -1.480  5.131  0.857
C  -2.435  6.134  0.895
C  -3.152  6.465  -0.250
C  -2.920  5.786  -1.437
C  -1.964  4.777  -1.490
H  1.025  5.201  -2.105
H  3.214  6.378  -2.042
H  4.838  5.851  -0.253
H  4.300  4.146  1.455
H  2.138  2.951  1.373
H  -0.932  4.865  1.751
H  -2.625  6.655  1.824
H  -3.896  7.249  -0.213
H  -3.484  6.038  -2.326
H  -1.777  4.214  -2.395
F  -1.081  0.113  3.774
B  -0.768  0.966  2.731
F  -1.822  1.061  1.789

Frontier orbital gap, eV: 6.044
ΔE to the lowest compared entry with this formula, charge and spin, kJ/mol: 19.5

***

(5)
C40H34BCl2F6N9O4S2Tb as an isolated structure at a distorted geometry. Source: OMol25; level of theory: ωB97M-V/def2-TZVPD.

Element x y z (Å)
Tb  -0.513  1.147  -0.091
C  4.712  -1.540  -0.474
C  3.829  -0.342  -0.461
C  4.285  0.955  -0.577
C  3.141  1.760  -0.474
N  2.077  0.982  -0.301
N  2.486  -0.308  -0.297
B  1.280  -1.286  -0.196
N  0.830  -1.966  -1.518
N  -0.315  -1.408  -1.948
C  -0.690  -2.023  -3.063
C  0.244  -3.027  -3.371
C  1.190  -2.957  -2.372
C  2.371  -3.856  -2.269
C  -1.913  -1.671  -3.766
C  -2.466  -2.519  -4.726
C  -3.615  -2.149  -5.404
C  -4.247  -0.953  -5.110
C  -3.725  -0.124  -4.128
C  -2.559  -0.470  -3.474
N  1.059  -2.074  1.121
N  -0.016  -1.580  1.757
C  -0.031  -2.056  2.996
C  1.056  -2.937  3.160
C  1.708  -2.934  1.946
C  2.858  -3.805  1.586
C  -1.024  -1.620  3.957
C  -0.859  -1.845  5.328
C  -1.802  -1.389  6.225
C  -2.916  -0.688  5.782
C  -3.076  -0.445  4.424
C  -2.146  -0.914  3.515
C  3.069  3.216  -0.543
C  1.889  3.860  -0.914
C  1.838  5.239  -0.990
C  2.962  6.000  -0.712
C  4.141  5.368  -0.356
C  4.195  3.990  -0.264
H  5.681  -1.250  -0.878
H  4.871  -1.912  0.538
H  4.303  -2.340  -1.081
H  5.297  1.265  -0.748
H  0.387  -0.513  -0.083
H  0.254  -3.696  -4.209
H  2.322  -4.574  -3.087
H  3.304  -3.303  -2.361
H  2.365  -4.407  -1.328
H  -1.995  -3.468  -4.946
H  -4.023  -2.801  -6.167
H  -5.137  -0.662  -5.653
H  -4.220  0.801  -3.877
H  -2.101  0.189  -2.748
H  1.337  -3.491  4.035
H  2.967  -4.568  2.353
H  2.691  -4.302  0.634
H  3.788  -3.248  1.531
H  0.017  -2.364  5.686
H  -1.675  -1.562  7.285
H  -3.658  -0.325  6.481
H  -4.693  0.567  4.691
H  -2.277  -0.735  2.461
H  1.020  3.263  -1.183
H  0.914  5.718  -1.274
H  2.920  7.079  -0.778
H  5.024  5.954  -0.143
H  5.116  3.507  0.033
F  -3.779  4.423  2.679
C  -2.523  3.981  2.431
F  -1.707  4.736  3.174
F  -2.273  4.211  1.147
S  -2.375  2.091  2.875
O  -2.160  1.576  1.516
O  -4.167  0.247  3.945
N  -0.946  2.202  3.610
S  0.215  2.125  2.562
O  0.128  3.046  1.457
O  0.624  0.810  2.183
C  1.631  2.670  3.699
F  1.848  1.703  4.599
F  2.777  2.851  3.034
F  1.384  3.791  4.383
C  -4.106  -2.341  -0.669
C  -3.112  -1.366  -0.346
N  -2.302  -0.593  -0.108
H  -3.610  -3.290  -0.864
H  -4.636  -2.021  -1.565
H  -4.798  -2.443  0.166
Cl  -2.796  2.584  -1.227
C  -1.974  3.196  -2.668
C  -2.487  4.219  -3.422
C  -1.782  4.672  -4.533
C  -0.582  4.050  -4.877
C  -0.093  3.023  -4.121
Cl  1.379  2.233  -4.570
C  -0.706  2.538  -2.905
N  -0.199  1.645  -2.130
H  -3.432  4.676  -3.158
H  -2.160  5.492  -5.125
H  -0.031  4.386  -5.744

Spin multiplicity: 7
⟨S²⟩: 12.68
Frontier orbital gap (spin up / spin down), eV: 5.305 / 5.324
Charge: -1